Here is a 2-piece molecular cluster, C41H29BF9N overall in a non-equilibrium geometry from OMol25. Energies are from wB97M-V/def2-TZVPD.

For the energy relative to the best compared isomer or geometry (same formula, charge and spin), the calculation gives 0.00 kcal/mol.

```
81
Properties=species:S:1:pos:R:3:forces:R:3:mulliken_charge:R:1
F -1.719 7.415 -6.320 0.12 -0.96 0.53 -0.340
C -1.620 6.203 -5.663 0.16 0.02 0.21 0.476
C -2.780 5.538 -5.293 -0.01 0.29 -0.06 -0.897
C -2.659 4.326 -4.622 0.59 -0.04 -0.17 0.224
F -3.853 3.712 -4.339 0.76 0.35 0.00 -0.314
C -1.432 3.718 -4.304 -0.09 0.04 -0.16 0.157
B -1.229 2.247 -3.635 0.22 -0.06 0.81 1.074
C -2.615 1.484 -3.285 0.15 0.07 -0.01 0.006
C -3.053 1.301 -1.972 -0.04 -0.10 -0.54 0.286
F -2.330 1.810 -0.913 -0.53 -0.38 -0.67 -0.317
C -4.213 0.613 -1.641 -0.25 -0.15 -0.05 -0.772
C -4.980 0.102 -2.687 0.05 0.03 0.17 0.439
F -6.159 -0.555 -2.384 0.92 0.43 -0.27 -0.353
C -4.593 0.235 -4.019 -0.39 -0.26 0.08 -0.930
C -3.417 0.919 -4.279 0.00 -0.03 0.53 0.546
F -3.053 1.045 -5.593 -0.26 -0.02 0.92 -0.346
C -0.330 1.255 -4.558 -0.21 0.05 0.08 0.231
C 0.274 0.153 -3.946 -0.11 0.11 -0.46 0.277
F 0.005 -0.123 -2.618 0.36 0.25 -0.81 -0.297
C 1.106 -0.746 -4.599 0.08 -0.14 -0.20 -0.896
C 1.299 -0.559 -5.967 0.09 0.12 0.02 0.700
F 2.115 -1.439 -6.652 -0.60 0.66 0.52 -0.357
C 0.691 0.488 -6.655 0.20 -0.27 -0.01 -1.018
C -0.121 1.360 -5.938 0.01 -0.54 0.24 0.343
F -0.781 2.303 -6.679 0.62 -0.50 0.63 -0.353
H -0.641 2.304 -2.535 -0.11 0.40 -0.77 -0.219
C -0.309 4.453 -4.715 -0.40 0.14 -0.15 0.461
F 0.943 3.911 -4.538 -0.86 0.42 0.06 -0.354
C -0.358 5.687 -5.362 -0.28 0.08 -0.08 -0.884
H -3.770 5.939 -5.500 0.26 -0.03 -0.05 0.448
H -4.481 0.489 -0.595 -0.16 -0.01 -0.26 0.452
H -5.176 -0.182 -4.838 0.03 0.10 0.28 0.463
H 1.573 -1.558 -4.047 -0.09 0.09 -0.29 0.132
H 0.829 0.633 -7.722 0.01 -0.14 0.15 0.466
H 0.549 6.222 -5.626 -0.16 -0.14 -0.04 0.448
C 3.170 -3.322 -1.959 -0.12 0.06 0.25 -0.339
C 4.159 -4.040 -1.273 -0.37 0.05 -0.06 -0.636
C 4.090 -4.163 0.113 -0.06 0.24 0.03 -0.635
C 3.047 -3.556 0.820 -0.15 0.04 -0.31 0.945
C 3.023 -3.690 2.328 0.44 -0.16 0.49 -1.234
N 2.170 -2.683 3.014 0.51 0.91 -0.26 0.529
C 0.963 -3.169 3.735 -0.67 -0.41 -0.64 -1.147
C 0.993 -2.917 5.222 -0.04 -0.06 0.18 0.486
C -0.099 -2.301 5.836 0.34 0.33 -0.15 -0.254
C -0.018 -1.912 7.171 0.06 -0.32 0.02 -0.692
C 1.122 -2.232 7.913 -0.01 0.00 -0.13 -0.427
C 2.172 -2.950 7.330 -0.18 -0.15 -0.20 -0.606
C 2.090 -3.323 5.987 0.00 0.45 0.05 -0.322
C 2.532 -1.414 2.968 -0.11 -1.40 -0.28 0.157
C 1.727 -0.314 3.350 -1.13 0.71 -0.33 -1.279
C 0.431 -0.023 2.955 1.25 -1.12 1.22 0.229
C -0.360 0.947 3.682 -0.72 0.74 0.43 0.702
C -1.674 1.244 3.247 0.66 -0.11 -0.24 -0.431
C -2.400 2.275 3.819 -0.02 0.22 0.54 -0.664
C -1.861 2.991 4.900 0.14 -0.29 -0.30 -0.288
C -0.615 2.627 5.436 -0.15 -0.20 -0.15 -0.860
C 0.110 1.591 4.862 -0.07 -0.04 -0.55 -0.253
C 2.049 -2.869 0.129 0.30 0.07 0.07 -0.436
C 2.117 -2.725 -1.258 0.10 -0.23 0.10 -0.408
H 3.208 -3.224 -3.043 0.08 -0.02 0.24 0.393
H 4.972 -4.511 -1.827 -0.21 0.15 0.18 0.365
H 4.856 -4.707 0.667 -0.08 0.08 -0.20 0.388
H 2.664 -4.682 2.631 0.04 0.28 -0.07 0.410
H 4.048 -3.599 2.728 -0.33 0.04 -0.14 0.446
H 0.067 -2.726 3.272 0.33 -0.26 0.29 0.402
H 0.930 -4.249 3.534 -0.07 0.36 0.01 0.619
H -0.988 -2.091 5.237 0.23 0.13 0.21 0.407
H -0.848 -1.368 7.623 0.26 -0.21 -0.05 0.428
H 1.186 -1.938 8.958 0.01 -0.01 -0.18 0.399
H 3.052 -3.229 7.912 -0.33 0.08 -0.10 0.382
H 2.890 -3.898 5.514 -0.11 0.24 0.19 0.364
H 3.570 -1.230 2.669 -0.27 -0.16 -0.06 0.385
H 2.276 0.410 3.951 -0.21 -0.05 -0.09 0.488
H -0.047 -0.587 2.136 0.23 0.27 0.49 0.440
H -2.091 0.648 2.436 0.06 0.34 -0.03 0.402
H -3.390 2.526 3.434 0.31 -0.09 0.12 0.408
H -2.413 3.822 5.338 0.10 -0.22 -0.13 0.380
H -0.213 3.155 6.303 -0.18 -0.21 -0.26 0.393
H 1.046 1.262 5.317 -0.25 0.27 -0.15 0.233
H 1.235 -2.412 0.691 0.07 -0.04 -0.27 0.341
H 1.340 -2.151 -1.766 0.26 -0.18 0.05 0.410
```
Positions in Å, forces in eV/Å.